Entry 1:
Entry from the OMol25 dataset: a structure of composition C27H46BDyN2O5 (the ωB97M-V functional and the def2-TZVPD basis).

Values from the calculation:
E_HOMO (alpha / beta) (eV): -14.408 / -14.408
Total energy (eV): -66700.74857
Spin multiplicity: 6
Gap between HOMO and LUMO (alpha / beta) (eV): 5.05 / 4.97
Net charge: +2

```
82
Properties=species:S:1:pos:R:3:forces:R:3
C 6.027346 -1.367689 0.617194 0.457 0.421 0.247
C 6.291196 -0.897107 2.053091 -1.248 -0.009 0.461
C 5.017277 -0.281781 2.688024 0.735 1.002 -0.515
C 4.790012 1.160315 2.127805 -0.512 -1.006 0.592
C 3.283111 1.521044 2.188139 0.753 0.317 -1.426
C 2.696558 1.705296 0.751526 -0.772 0.740 1.072
C 2.447185 3.219396 0.512453 0.730 -0.566 -0.979
C 2.460812 3.609530 -0.995985 -1.021 0.175 0.840
C 1.243087 4.530614 -1.333861 0.963 -0.973 -0.631
C 0.140105 3.646421 -1.939049 -0.363 0.506 0.406
C -1.248122 4.345429 -1.977938 0.297 -0.803 0.148
C -2.253014 3.587828 -1.088728 0.248 0.632 -0.332
C -2.593077 2.202991 -1.669377 -0.387 -0.202 0.886
C -2.602387 1.088518 -0.588609 -0.049 -0.204 -0.981
C -2.148867 -0.276049 -1.149798 0.144 0.364 0.647
C -1.555423 -1.148275 -0.011030 0.452 0.623 -1.297
N -1.938217 -2.569138 -0.088551 0.842 -0.156 1.767
C -3.146228 -2.920353 0.717741 -0.837 0.313 -0.192
C -4.170962 -1.817786 0.844119 0.569 -0.097 0.115
C -4.214633 -1.092097 2.012397 0.819 -0.229 0.773
C -5.133808 -0.100088 2.234295 -0.035 0.349 0.719
C -6.061781 0.190629 1.261322 -0.007 0.499 0.551
C -6.013199 -0.513801 0.085051 -1.202 0.561 -0.693
C -5.094592 -1.503539 -0.127506 0.254 -0.849 -0.898
C -0.874026 -3.450345 0.085074 -1.345 -1.389 -2.138
O -0.004371 -2.998154 1.351223 1.324 0.322 0.241
N 1.184888 -2.700447 0.989790 -1.322 -0.246 0.012
O 1.634757 -1.853531 1.784602 2.602 -2.591 -3.992
B 0.090991 -3.644260 -1.269928 0.853 0.218 -0.226
O 0.862816 -4.763946 -1.338587 0.118 0.921 0.485
C 0.136847 -2.616905 -2.444435 -0.112 -0.665 -0.643
C -1.043698 -2.891486 -3.438887 -0.035 0.179 0.795
C -1.337508 -4.891821 0.420874 -0.686 -0.447 -0.528
O -1.810280 -5.611154 -0.438403 0.471 0.724 1.082
O -1.203124 -5.331583 1.654187 0.088 0.290 -0.671
H 5.119856 -1.976414 0.553874 0.218 -0.159 0.017
H 5.900684 -0.519433 -0.062574 -0.006 -0.090 0.041
H 6.904459 -1.918481 0.273798 -0.279 -0.149 -0.177
H 7.046833 -0.108590 2.085195 0.240 -0.339 -0.003
H 6.580240 -1.736730 2.689883 0.346 0.076 -0.208
H 5.123618 -0.189148 3.774790 -0.138 -0.303 -0.047
H 4.137260 -0.895192 2.430460 0.144 -0.098 0.110
H 5.411872 1.863258 2.684026 -0.111 -0.032 0.001
H 5.143273 1.150676 1.096211 -0.187 0.261 0.007
H 2.762445 0.678766 2.681607 -0.071 -0.090 0.422
H 3.111618 2.439185 2.753173 -0.179 -0.246 0.181
H 3.348198 1.299798 -0.022401 -0.030 -0.156 0.157
H 1.714023 1.198092 0.705624 0.157 -0.055 -0.355
H 3.275971 3.741624 1.000596 -0.344 0.206 0.159
H 1.487476 3.502729 0.952458 0.210 0.072 0.197
H 2.325843 2.686004 -1.568842 0.339 0.181 -0.198
H 3.405717 4.086226 -1.256607 -0.020 -0.180 -0.027
H 0.881943 5.027085 -0.429845 0.042 0.130 -0.146
H 1.611325 5.269454 -2.049161 -0.475 0.191 0.074
H 0.082660 2.748950 -1.298072 -0.124 0.061 -0.118
H 0.422374 3.287178 -2.932569 0.170 0.111 0.099
H -1.605384 4.335070 -3.010728 -0.109 0.371 0.122
H -1.131184 5.368222 -1.613442 -0.162 0.015 -0.264
H -3.140806 4.213092 -0.953857 -0.049 -0.231 -0.035
H -1.789854 3.517059 -0.093802 -0.122 -0.205 -0.064
H -1.894795 1.936730 -2.468487 -0.036 0.079 0.075
H -3.603552 2.217554 -2.087377 0.228 0.125 -0.308
H -1.938182 1.386744 0.233915 -0.102 -0.077 -0.006
H -3.625185 0.962092 -0.220709 0.225 0.152 0.398
H -2.951183 -0.812032 -1.658190 -0.023 0.094 0.127
H -1.368041 -0.104353 -1.897189 -0.061 -0.101 0.054
H -0.466648 -1.035899 -0.132437 -0.125 -0.367 0.026
H -1.769618 -0.699585 0.972051 -0.420 -0.347 -0.089
H -3.649920 -3.756286 0.224264 0.356 -0.160 0.161
H -2.847791 -3.191932 1.739984 -0.020 -0.157 -0.192
H -3.499402 -1.331352 2.800780 -0.107 -0.007 0.005
H -5.120216 0.409624 3.190845 -0.146 0.088 -0.110
H -6.799535 0.962211 1.439393 -0.043 -0.064 -0.141
H -6.764710 -0.274649 -0.659434 0.167 -0.180 -0.149
H -5.106610 -2.054150 -1.064277 -0.027 0.017 0.057
H 1.228369 -5.007635 -0.479876 -0.177 -0.785 -0.156
H 0.192642 -1.571436 -2.131662 -0.218 -0.071 -0.032
H 1.055598 -2.834846 -3.000598 0.038 0.173 0.224
H -1.223938 -2.029696 -4.080707 0.010 -0.118 -0.022
H -1.946474 -3.101542 -2.855452 -0.123 0.110 -0.327
H -0.830761 -3.771438 -4.045044 0.016 0.108 0.009
Dy 0.939826 -0.933281 3.312172 -1.656 3.422 4.757
```
Forces are in eV/Å.



Entry 2:
Entry from the OMol25 dataset: a cluster of 3 separate species, C27H46BF6N2O9S2 in total (the ωB97M-V functional and the def2-TZVPD basis).

Values from the calculation:
E_HOMO (eV): -11.434
Total energy (eV): -88798.68083
Gap between HOMO and LUMO (eV): 7.07
Net charge: +1

```
93
Properties=species:S:1:pos:R:3:forces:R:3
C -3.740126 -5.456957 -3.552074 0.914 -0.489 0.450
C -2.425706 -5.070109 -4.349914 -0.520 -0.461 -0.164
C -2.651668 -3.975480 -5.462428 -0.204 0.073 0.195
C -2.163677 -2.550573 -5.072876 -0.759 -0.198 0.465
O -0.750271 -2.303138 -5.473225 -0.175 0.833 1.643
C -0.364909 -1.219572 -4.724519 -0.261 0.735 -1.694
C -0.643528 0.096934 -5.214590 1.349 0.459 2.121
C -1.350985 0.435611 -6.546989 -0.310 0.725 0.465
F -0.793073 1.569872 -7.076209 -0.388 -1.403 0.322
F -2.648172 0.784616 -6.239212 1.036 -0.632 -0.550
F -1.345808 -0.547817 -7.458736 -0.048 1.029 0.779
C -0.257506 1.218891 -4.373580 0.092 -2.077 0.155
C 0.379540 0.975527 -3.094991 -0.511 -0.701 -1.919
O 0.705419 2.043689 -2.287336 -0.972 -1.084 -0.541
C -0.486371 2.888780 -2.156198 -0.787 1.014 0.944
C -0.454987 3.776226 -0.868092 -0.424 -0.263 -0.145
N 0.114868 3.098682 0.321363 -0.811 0.971 -0.069
C -0.769969 3.456163 1.469287 0.449 -0.464 0.647
C -0.109176 3.179519 2.876859 -1.135 1.067 0.154
C 0.114038 4.570422 3.584644 0.205 -1.138 0.151
O -1.075780 2.492008 3.708162 0.281 -0.074 -0.253
C 0.655329 -0.387165 -2.709225 0.649 1.719 0.328
C 1.345466 -0.580027 -1.335742 -0.815 -0.572 -0.537
B 0.166492 -0.590618 -0.209275 0.051 0.313 0.915
O 0.486569 -0.153730 1.085040 -0.067 -0.306 -1.798
O -1.111996 -1.027930 -0.538723 1.206 0.241 0.721
N 0.278369 -1.437271 -3.526913 -0.026 1.038 -0.244
C 0.583677 -2.819547 -3.063426 -0.070 -0.957 0.474
C 2.101305 -3.189455 -3.259456 -0.630 -0.216 -0.852
C 2.691043 -4.121562 -2.161203 1.652 1.043 0.007
F 2.847655 -5.392584 -2.598218 -0.638 1.106 0.857
F 2.012614 -4.085959 -0.957530 0.750 -0.321 -1.714
F 3.986494 -3.645361 -1.906054 -1.724 -0.764 0.015
H -4.677298 -5.319912 -4.135714 0.718 -0.067 0.413
H -3.625985 -6.540981 -3.280314 -0.403 0.950 -0.242
H -3.792009 -4.920716 -2.566480 -0.175 -0.239 -1.048
H -1.661868 -4.792999 -3.580839 -0.442 -0.040 -0.787
H -2.048876 -5.998617 -4.853311 -0.277 0.843 0.458
H -2.229172 -4.329188 -6.440710 -0.162 0.656 0.883
H -3.759923 -3.893402 -5.636248 1.006 0.001 0.143
H -2.184216 -2.408496 -3.953385 -0.191 -0.406 -0.926
H -2.802628 -1.721673 -5.479976 0.648 -0.842 0.002
H -0.480702 2.242854 -4.726902 0.290 -0.775 0.329
H -1.368383 2.195668 -2.071989 0.751 0.643 -0.206
H -0.614830 3.589177 -3.024620 0.229 -0.874 0.588
H -0.002683 4.789707 -1.047365 0.000 -1.113 0.168
H -1.537300 3.991773 -0.623794 0.802 -0.146 -0.714
H 0.132168 2.086319 0.203392 -0.175 0.392 -0.020
H -1.030031 4.547024 1.434439 0.377 -0.971 -0.184
H -1.749143 2.900280 1.416339 0.701 0.399 0.016
H 0.827959 2.572678 2.841798 -0.574 0.530 -0.336
H -0.875314 5.044633 3.851933 1.287 -0.647 -0.622
H 0.652861 4.357380 4.542361 -0.415 0.485 -0.731
H 0.736838 5.228605 2.930582 -0.502 -0.451 0.569
H -1.385692 1.687350 3.262587 0.312 0.336 0.125
H 1.869895 -1.560286 -1.228721 -0.371 0.741 -0.253
H 2.098785 0.215251 -1.120456 -0.740 -0.450 -0.466
H 1.380876 0.231075 1.044433 -0.418 -0.180 0.514
H -1.664888 -1.100275 0.260197 0.091 0.083 -0.385
H -0.015057 -3.580938 -3.616590 0.307 1.103 0.272
H 0.228676 -2.862016 -2.005856 0.528 -0.003 -0.804
H 2.170733 -3.760928 -4.224619 0.050 0.472 0.920
H 2.735772 -2.280807 -3.424742 -0.485 -0.840 0.635
C -3.914757 6.321710 7.741721 0.084 0.040 0.088
C -3.813330 7.844686 7.610621 -0.131 0.009 0.061
C -2.730579 8.144466 6.569167 -0.058 0.380 0.338
S -2.701864 6.738314 5.457630 -0.367 0.118 0.189
O -1.431508 6.066117 5.595860 -0.212 0.262 -0.018
O -3.219989 7.134975 4.170397 0.364 -0.181 -0.102
C -3.944368 5.784189 6.315592 -0.227 -0.221 0.310
H -4.801396 6.021539 8.300784 0.049 -0.006 -0.030
H -3.036814 5.937260 8.268173 -0.051 -0.031 -0.034
H -4.772122 8.245313 7.270700 0.047 -0.027 0.006
H -3.581742 8.317539 8.565552 -0.004 -0.003 -0.067
H -2.954525 9.046261 6.001796 0.132 -0.114 -0.114
H -1.746013 8.229974 7.028604 0.005 -0.095 -0.121
H -3.706976 4.723598 6.250034 0.093 0.069 -0.157
H -4.905140 5.984749 5.839200 0.084 0.018 -0.056
C 5.609593 -4.352065 0.845735 0.492 0.233 -0.262
C 4.335174 -5.135049 1.053504 -0.478 -0.140 0.128
C 4.654192 -6.301399 1.994641 -0.360 -0.055 -0.300
S 6.036370 -5.756219 3.009251 -0.069 0.135 0.130
O 7.181274 -6.570487 2.693330 -0.080 0.023 0.162
O 5.589811 -5.555560 4.363951 0.177 -0.186 -0.058
C 6.235917 -4.162369 2.220596 -0.044 0.258 -0.246
H 5.416768 -3.392724 0.363739 0.079 -0.042 -0.018
H 6.286050 -4.925327 0.205234 0.042 0.100 0.018
H 3.584263 -4.486383 1.515068 -0.005 -0.058 -0.003
H 3.926632 -5.487756 0.106592 0.000 -0.076 0.107
H 3.808116 -6.550451 2.632771 0.185 -0.065 0.108
H 4.974643 -7.185016 1.443094 0.095 0.033 0.109
H 7.289313 -3.891020 2.185804 -0.009 -0.135 0.132
H 5.679272 -3.429492 2.806813 0.042 -0.083 0.065
```
Forces are in eV/Å.



- Among the records above, which one has the highest net charge?
  C27H46BDyN2O5



- Look up the total energy of the first one.
  -66700.74857 eV



- total energy of number 2 (C27H46BF6N2O9S2)?
  -88798.68083 eV



- The lowest total energy belongs to which entry?
  C27H46BF6N2O9S2